The following is a quantum chemistry calculation of 3 unconnected molecules or ions with the total composition C3H10NO at a distorted geometry, from OMol25.

```
15
C3H10NO (the ωB97M-V functional and the def2-TZVPD basis)
C -1.926 2.085 0.256
C -1.707 0.824 0.741
C -1.854 -0.344 -0.019
O 0.643 -1.104 -1.082
N 3.428 -0.869 0.413
H -2.332 2.254 -0.743
H -1.862 2.940 0.934
H -1.308 0.726 1.761
H -1.859 -1.303 0.501
H -2.235 -0.220 -1.037
H -0.199 -0.726 -0.698
H 0.724 -0.963 -2.036
H 2.553 -1.096 -0.066
H 3.693 -1.327 1.292
H 4.242 -0.876 -0.218
```

The value obtained for the total energy is -249.4488 hartree. Its spin multiplicity is 2. Its max |F| is 0.0601 hartree/bohr. The net charge is +2. Its expectation value of S² is 0.753. The frontier orbital gap (spin up / spin down) comes out at 8.77 / 7.39 eV.

The following is a quantum chemistry calculation of a molecular structure, C26H25N6O7S4W at a distorted geometry, from OMol25.

```
69
C26H25N6O7S4W (the ωB97M-V functional and the def2-TZVPD basis)
W 0.074 0.093 -0.026
C -3.152 -2.886 -1.500
C -2.483 -1.730 -0.820
N -1.177 -1.702 -0.658
N -0.591 -2.898 -1.069
C 0.673 -2.969 -1.025
S 1.729 -1.686 -0.578
S 1.439 -4.534 -1.372
C 1.531 -5.102 0.383
C 0.271 -4.851 1.154
C -0.883 -5.588 0.899
C -2.059 -5.299 1.569
C -2.101 -4.259 2.492
C -0.957 -3.521 2.753
C 0.225 -3.821 2.087
C -3.369 -0.678 -0.330
C -4.740 -0.646 -0.640
C -5.566 0.316 -0.104
C -5.050 1.270 0.773
C -3.713 1.263 1.107
C -2.894 0.289 0.546
O -1.601 0.275 0.885
H -2.448 -3.546 -1.982
H -3.865 -2.510 -2.228
H -3.701 -3.451 -0.743
H 2.377 -4.594 0.840
H 1.760 -6.162 0.271
H -0.857 -6.387 0.167
H -2.947 -5.887 1.376
H -3.023 -4.035 3.015
H -0.972 -2.717 3.479
H 1.119 -3.244 2.296
H -5.160 -1.379 -1.310
H -6.614 0.327 -0.365
H -5.699 2.026 1.196
H -3.283 1.987 1.785
O 0.214 -0.587 3.896
C 0.377 -0.021 2.864
O 0.579 -0.647 1.681
C 0.394 1.461 2.681
C 0.457 2.360 3.723
C 0.510 3.711 3.405
C 0.496 4.097 2.076
C 0.414 3.128 1.083
N 0.363 1.839 1.404
H 0.471 1.990 4.738
H 0.566 4.454 4.190
H 0.543 5.138 1.791
H 0.381 3.377 0.034
O -2.132 0.825 -2.817
S -0.816 1.188 -2.436
O -0.115 2.118 -3.275
O 0.097 -0.034 -2.132
O -0.766 1.682 -0.942
C 5.832 -0.710 1.568
C 5.041 0.591 1.709
C 4.061 0.782 0.598
N 2.806 0.886 0.764
N 2.077 1.031 -0.403
C 2.876 1.097 -1.482
N 2.535 1.339 -2.732
S 4.552 0.901 -1.068
H 6.501 -0.829 2.419
H 6.444 -0.715 0.665
H 5.166 -1.571 1.530
H 5.720 1.447 1.731
H 4.468 0.597 2.636
H 1.591 1.616 -3.003
H 3.254 1.368 -3.435
```

The value obtained for the total energy is -3520.7536 hartree. Its max |F| is 0.0227 hartree/bohr. The net charge is +1. The frontier orbital gap comes out at 5.93 eV.

The following is a quantum chemistry calculation of a molecular structure, C42H51HgN9O5PS, from OMol25.

```
110
C42H51HgN9O5PS (the ωB97M-V functional and the def2-TZVPD basis)
Hg -1.252 0.403 0.579
O 0.093 -0.710 -2.466
P 1.374 -0.169 -2.946
N 1.567 1.448 -2.607
C 0.359 2.222 -2.217
C 0.862 3.654 -2.178
C 1.843 3.694 -3.346
C 2.533 2.327 -3.285
N 2.666 -0.990 -2.326
C 2.551 -2.393 -1.903
C 3.951 -2.710 -1.391
C 4.846 -1.884 -2.312
C 4.059 -0.585 -2.490
N 1.594 -0.235 -4.625
C 0.565 0.509 -5.378
C 0.511 -0.150 -6.768
C 1.477 -1.340 -6.693
C 1.651 -1.584 -5.200
H -0.035 1.871 -1.266
H -0.433 2.112 -2.964
H 1.381 3.841 -1.238
H 0.042 4.363 -2.263
H 2.559 4.514 -3.283
H 1.298 3.794 -4.288
H 3.464 2.387 -2.710
H 2.782 1.942 -4.277
H 2.293 -3.047 -2.745
H 1.776 -2.503 -1.145
H 4.168 -3.778 -1.427
H 4.053 -2.374 -0.358
H 4.956 -2.386 -3.277
H 5.842 -1.709 -1.904
H 4.232 -0.130 -3.470
H 4.340 0.148 -1.723
H 0.844 1.563 -5.430
H -0.408 0.440 -4.880
H 0.803 0.549 -7.552
H -0.504 -0.481 -6.989
H 2.438 -1.081 -7.140
H 1.093 -2.222 -7.206
H 2.610 -2.048 -4.964
H 0.849 -2.224 -4.809
N 2.664 1.811 0.071
C 3.791 2.420 0.490
C 3.533 2.889 1.758
C 2.199 2.508 2.012
N 1.690 1.852 0.986
H 2.466 1.383 -0.825
H 4.668 2.476 -0.131
H 4.204 3.421 2.408
H 1.580 2.691 2.873
S -2.756 3.275 -1.347
C -3.381 3.418 0.193
N -4.556 2.853 0.583
C -4.603 2.765 2.039
C -3.725 3.963 2.401
N -2.850 4.105 1.238
H -4.883 2.092 0.010
H -4.179 1.819 2.395
H -5.624 2.870 2.407
H -3.139 3.831 3.302
H -4.336 4.866 2.504
H -1.858 3.958 1.427
O -0.917 3.766 4.864
C -1.142 2.805 4.108
O -0.936 2.724 2.874
C -1.761 1.550 4.732
C -2.579 1.661 5.848
C -3.257 0.559 6.382
C -3.047 -0.650 5.766
O -3.569 -1.885 6.093
C -3.102 -2.771 5.078
O -2.150 -2.091 4.280
C -2.207 -0.771 4.674
C -1.560 0.304 4.124
H -2.683 2.641 6.295
H -3.911 0.647 7.239
H -3.946 -3.085 4.450
H -2.624 -3.633 5.552
H -0.925 0.214 3.254
C -4.048 -0.582 0.555
C -3.824 -1.865 0.115
C -3.764 -2.212 -1.282
C -3.537 -3.485 -1.706
C -3.337 -4.549 -0.797
C -3.363 -4.234 0.579
C -3.587 -2.964 1.019
C -3.127 -5.869 -1.248
N -2.964 -6.953 -1.623
H -4.116 -0.363 1.613
H -4.262 0.208 -0.148
H -3.880 -1.416 -2.008
H -3.493 -3.696 -2.770
H -3.184 -5.027 1.298
H -3.566 -2.750 2.081
C -0.156 -1.804 1.124
C 1.043 -1.616 1.837
C 2.257 -1.297 1.174
C 3.437 -1.153 1.855
C 3.476 -1.306 3.250
C 2.287 -1.599 3.932
C 1.108 -1.754 3.248
C 4.707 -1.170 3.951
N 5.715 -1.066 4.507
H -1.037 -2.186 1.620
H -0.141 -1.879 0.043
H 2.224 -1.136 0.104
H 4.347 -0.892 1.326
H 2.308 -1.703 5.011
H 0.196 -1.980 3.789
```

The value obtained for the total energy is -3393.1181 hartree. Its spin multiplicity is 2. Its max |F| is 0.0127 hartree/bohr. The net charge is -2. Its expectation value of S² is 0.778. The frontier orbital gap (spin up / spin down) comes out at 4.38 / 4.50 eV.

The following is a quantum chemistry calculation of a single C6H11NO molecule at a distorted geometry, from OMol25.

```
19
C6H11NO (the ωB97M-V functional and the def2-TZVPD basis)
C 0.325 1.711 3.755
N 0.769 1.781 2.584
C 0.390 0.910 1.521
C 0.125 1.295 0.288
C -0.461 0.525 -0.864
C 0.354 -0.621 -1.435
C -0.582 -1.744 -2.273
O -0.129 -3.008 -1.956
H -0.428 1.143 4.048
H 0.725 2.293 4.499
H 0.659 -0.194 1.711
H 0.078 2.282 0.024
H -1.631 0.195 -0.793
H -0.612 1.332 -1.654
H 0.885 -1.250 -0.741
H 1.102 -0.275 -2.177
H -0.213 -1.756 -3.437
H -1.666 -1.680 -2.019
H 0.309 -2.939 -1.082
```

Its SMILES is C=N/C=C/CCCO. The value obtained for the total energy is -365.0717 hartree. Its max |F| is 0.0940 hartree/bohr. The net charge is 0. The frontier orbital gap comes out at 9.42 eV.

The following is a quantum chemistry calculation of 8 unconnected molecules or ions with the total composition C22H44Br10O9 at a distorted geometry, from OMol25.

```
85
C22H44Br10O9 (the ωB97M-V functional and the def2-TZVPD basis)
C -9.953 -16.302 15.657
C -10.885 -16.986 14.674
O -12.016 -16.149 14.458
C -13.026 -16.683 13.798
O -13.110 -17.819 13.457
O -13.909 -15.733 13.586
C -15.065 -16.021 12.821
H -8.957 -16.707 15.504
H -10.261 -16.469 16.685
H -9.967 -15.224 15.485
H -11.164 -17.958 15.094
H -10.412 -17.211 13.715
H -15.685 -16.833 13.204
H -14.781 -16.170 11.783
H -15.700 -15.139 12.920
C -8.779 -10.900 20.089
C -8.879 -10.324 18.661
O -8.985 -11.335 17.679
C -7.919 -11.597 16.940
O -6.991 -10.885 16.807
O -8.075 -12.767 16.366
C -6.992 -13.164 15.523
H -7.787 -11.296 20.305
H -9.594 -11.616 20.240
H -8.955 -10.112 20.823
H -8.001 -9.686 18.565
H -9.808 -9.759 18.628
H -7.342 -14.063 15.007
H -6.122 -13.468 16.102
H -6.824 -12.415 14.754
C -8.529 -15.862 19.001
C -8.428 -15.325 20.419
O -7.216 -14.553 20.472
C -6.939 -14.022 21.652
O -7.549 -14.196 22.663
O -5.857 -13.267 21.543
C -5.412 -12.726 22.772
H -9.268 -16.656 18.923
H -7.565 -16.338 18.811
H -8.730 -15.058 18.300
H -8.391 -16.151 21.128
H -9.262 -14.680 20.694
H -6.224 -12.173 23.247
H -4.617 -12.017 22.576
H -5.113 -13.534 23.426
Br -3.243 -16.131 14.708
C -2.766 -16.803 12.913
C -1.546 -17.700 12.995
Br 0.018 -16.792 13.652
H -2.554 -15.996 12.225
H -3.666 -17.363 12.691
H -1.329 -18.021 11.976
H -1.683 -18.553 13.630
Br -7.400 -18.086 17.602
C -5.752 -17.244 16.924
C -5.018 -16.475 17.999
Br -4.502 -17.635 19.484
H -6.043 -16.547 16.140
H -5.130 -18.030 16.517
H -5.563 -15.641 18.412
H -4.088 -16.143 17.541
Br -3.903 -13.329 18.517
C -4.826 -11.604 18.794
C -4.036 -10.867 19.839
Br -5.062 -9.222 20.276
H -5.821 -11.855 19.128
H -4.821 -11.050 17.868
H -3.113 -10.450 19.460
H -3.874 -11.451 20.733
Br -4.519 -19.644 23.378
C -3.335 -18.173 22.921
C -4.029 -16.896 23.327
Br -2.979 -15.331 22.872
H -3.222 -18.157 21.839
H -2.333 -18.256 23.334
H -4.347 -16.889 24.369
H -4.969 -16.801 22.781
Br -6.316 -22.435 16.181
C -5.982 -21.692 14.394
C -5.755 -20.205 14.518
Br -3.873 -19.865 15.035
H -6.909 -21.849 13.847
H -5.152 -22.233 13.970
H -6.367 -19.775 15.306
H -5.876 -19.607 13.620
```

Its SMILES is CCOC(=O)OC.CCOC(=O)OC.CCOC(=O)OC.BrCCBr.BrCCBr.BrCCBr.BrCCBr.BrCCBr. The value obtained for the total energy is -27281.9768 hartree. Its max |F| is 0.0521 hartree/bohr. The net charge is 0. The frontier orbital gap comes out at 9.75 eV.

The following is a quantum chemistry calculation of a molecular structure, C13H16HgN5OS3Se4Te, from OMol25.

```
44
C13H16HgN5OS3Se4Te (the ωB97M-V functional and the def2-TZVPD basis)
Hg -0.004 0.125 -0.630
N 3.349 -1.004 0.586
C 2.678 -0.322 1.532
N 1.592 0.365 1.314
C 1.098 0.911 2.482
C 1.825 0.674 3.595
S 3.190 -0.306 3.198
C -0.177 1.631 2.418
C -0.743 2.398 3.377
S -2.254 3.019 2.811
C -1.995 2.215 1.291
N -0.897 1.530 1.252
N -2.871 2.282 0.246
H 3.190 -0.794 -0.408
H 4.241 -1.395 0.826
H 1.575 0.907 4.615
H -0.389 2.601 4.373
H -3.493 3.072 0.246
H -2.408 2.134 -0.654
Se -0.122 2.300 -2.049
Se -0.591 1.458 -4.202
Te -1.514 -1.588 -3.581
Se -0.261 -2.223 -1.458
Se -0.651 -1.636 3.663
C -1.732 -3.069 4.217
C -1.365 -4.415 4.042
C -2.180 -5.432 4.502
N -3.348 -5.254 5.129
C -3.709 -3.975 5.284
C -2.969 -2.888 4.862
H -0.436 -4.651 3.540
H -1.874 -6.466 4.358
H -4.661 -3.810 5.784
H -3.338 -1.883 5.029
C 2.371 -1.618 -4.278
S 2.258 -0.230 -3.150
C 2.964 1.019 -4.229
O 3.365 -0.474 -2.147
H 1.770 -1.407 -5.160
H 1.940 -2.466 -3.746
H 3.422 -1.786 -4.516
H 2.411 1.054 -5.164
H 4.019 0.775 -4.366
H 2.842 1.968 -3.710
```

The value obtained for the total energy is -12075.8602 hartree. Its spin multiplicity is 2. Its max |F| is 0.0061 hartree/bohr. The net charge is -2. Its expectation value of S² is 0.757. The frontier orbital gap (spin up / spin down) comes out at 4.67 / 5.09 eV.

The following is a quantum chemistry calculation of a molecular structure, C6H9NO at a distorted geometry, from OMol25.

```
17
C6H9NO (the ωB97M-V functional and the def2-TZVPD basis)
C -0.009 1.392 0.787
C 0.182 0.481 -0.293
C 1.709 0.264 -0.759
C 1.686 -0.615 0.481
C 0.239 -0.942 -0.053
C -1.284 0.655 -0.678
H -0.314 2.445 0.515
H -0.792 1.231 1.485
H 0.920 1.652 1.313
H 2.103 1.179 -0.904
H 1.902 -0.488 -1.621
H 2.354 -1.387 0.042
H 2.054 0.035 1.467
H 0.163 -1.250 -1.173
H -1.905 1.626 -1.204
N -1.983 -0.365 -0.155
O -0.967 -1.237 0.532
```

The value obtained for the total energy is -363.7328 hartree. Its max |F| is 0.1223 hartree/bohr. The net charge is 0. The frontier orbital gap comes out at 10.26 eV.

The following is a quantum chemistry calculation of a molecular structure, H8O10SV at a distorted geometry, from OMol25.

```
20
H8O10SV (the ωB97M-V functional and the def2-TZVPD basis)
O -3.024 -0.680 -1.269
V -1.752 0.290 -1.324
O -2.241 1.782 -1.430
S 0.034 -0.899 3.805
O 0.593 -0.072 4.845
O 0.926 -1.973 3.352
O -1.167 -1.561 4.280
O -0.387 -0.042 2.701
O 2.683 1.280 -1.262
H 3.328 0.757 -1.738
H 3.191 1.732 -0.588
O -0.342 -0.435 -5.003
H 0.555 -0.653 -5.259
H -0.746 -0.103 -5.804
O -1.446 4.024 2.893
H -1.448 3.107 2.619
H -0.994 4.485 2.185
O 0.687 -3.319 -1.137
H 0.650 -4.142 -1.624
H 0.900 -3.579 -0.241
```

The value obtained for the total energy is -2099.2382 hartree. Its max |F| is 0.0539 hartree/bohr. The net charge is -1. The frontier orbital gap comes out at 2.76 eV.

The following is a quantum chemistry calculation of 2 unconnected molecules or ions with the total composition C4H10N2O2 at a distorted geometry, from OMol25.

```
18
C4H10N2O2 (the ωB97M-V functional and the def2-TZVPD basis)
C 1.091 -0.357 -1.516
C 1.080 0.827 -0.557
N -0.217 1.534 -0.631
O 2.084 1.523 -0.404
H 2.048 -0.869 -1.438
H 0.289 -1.058 -1.289
H 0.962 0.005 -2.537
H -0.139 2.495 -0.326
H -0.879 1.270 -1.352
C 0.584 -0.085 1.415
C -0.735 0.313 1.390
O -1.807 -0.394 0.980
N -1.479 -1.650 0.352
H 0.817 -1.122 1.232
H 1.234 0.451 2.086
H -1.088 1.216 1.868
H -1.638 -2.345 1.081
H -2.207 -1.752 -0.353
```

Its SMILES is CC(N)=O.C=CON. The value obtained for the total energy is -418.2654 hartree. Its max |F| is 0.0939 hartree/bohr. The net charge is 0. The frontier orbital gap comes out at 8.78 eV.

The following is a quantum chemistry calculation of a molecular structure, C44H34Br5CdN5O5, from OMol25.

```
94
C44H34Br5CdN5O5 (the ωB97M-V functional and the def2-TZVPD basis)
Cd 0.136 -0.139 0.633
C -3.240 3.475 -1.185
O -3.583 2.085 -1.410
C -2.469 1.393 -1.053
N -1.506 2.010 -0.528
C -1.981 3.394 -0.309
C -0.925 4.450 -0.530
C 0.356 4.245 -0.025
C 1.304 5.255 -0.103
C 0.998 6.469 -0.705
C -0.278 6.677 -1.209
C -1.237 5.676 -1.110
C -2.547 -0.066 -1.322
C -3.738 -0.631 -1.762
C -3.771 -1.985 -2.038
C -2.617 -2.734 -1.884
C -1.485 -2.086 -1.424
N -1.444 -0.787 -1.144
C -0.214 -2.809 -1.197
N 0.714 -2.402 -0.439
C 1.809 -3.376 -0.517
C 1.293 -4.408 -1.554
O -0.062 -3.977 -1.848
C 3.115 -2.739 -0.929
C 3.130 -1.759 -1.918
C 4.329 -1.193 -2.325
C 5.526 -1.606 -1.748
C 5.515 -2.585 -0.764
C 4.311 -3.148 -0.357
H -4.083 3.951 -0.694
H -3.050 3.945 -2.149
H -2.273 3.457 0.745
H 0.593 3.306 0.468
H 2.287 5.096 0.330
H 1.740 7.256 -0.764
H -0.535 7.626 -1.666
H -2.238 5.869 -1.481
H -4.609 -0.003 -1.877
H -4.686 -2.452 -2.377
H -2.584 -3.793 -2.097
H 1.924 -3.836 0.467
H 1.263 -5.427 -1.179
H 1.864 -4.372 -2.478
H 2.193 -1.411 -2.342
H 4.329 -0.422 -3.087
H 6.462 -1.161 -2.064
H 6.442 -2.904 -0.306
H 4.303 -3.900 0.428
Br 0.286 4.107 -6.039
C 0.825 3.167 -4.490
C 1.911 3.623 -3.760
C 2.297 2.944 -2.616
C 1.595 1.819 -2.188
C 0.529 1.369 -2.953
C 0.132 2.035 -4.101
N 1.882 1.066 -1.012
C 2.880 1.339 -0.285
C 3.257 0.515 0.885
C 4.455 0.765 1.529
C 4.826 -0.040 2.595
C 3.984 -1.069 2.974
C 2.798 -1.245 2.275
N 2.444 -0.474 1.254
H 2.442 4.512 -4.073
H 3.131 3.335 -2.049
H 0.003 0.486 -2.617
H -0.710 1.685 -4.682
H 3.554 2.170 -0.496
H 5.085 1.583 1.200
H 5.755 0.138 3.121
H 4.228 -1.721 3.802
H 2.091 -2.020 2.550
Br -4.623 3.719 4.143
C -2.985 3.029 3.500
C -1.795 3.701 3.725
Br -1.764 5.312 4.711
C -0.602 3.168 3.206
Br 1.070 4.013 3.508
C -0.558 1.987 2.465
O 0.562 1.525 1.946
C -1.794 1.256 2.270
O -1.801 0.124 1.614
C -2.964 1.821 2.783
Br -4.560 0.864 2.405
C -0.135 -0.537 4.558
C -0.540 -1.788 3.832
C -1.393 -2.771 4.588
O -0.211 -1.996 2.682
H 0.268 -0.786 5.544
H -1.024 0.083 4.715
H 0.588 0.032 3.976
H -2.195 -2.252 5.115
H -0.774 -3.269 5.339
H -1.807 -3.514 3.911
```

The value obtained for the total energy is -15384.9761 hartree. Its max |F| is 0.0130 hartree/bohr. The net charge is 0. The frontier orbital gap comes out at 5.55 eV.